18
Properties=species:S:1:pos:R:3 method="wB97M-V/def2-TZVPD" spin_multiplicity=1 gap_ev=8.793 largest_force_ev_per_a=3.8 total_energy_ha=-343.9839 molar_mass_g_mol=110.2 lumo_energy_ha=-0.008
C 1.32 1.90 -2.99
C 0.55 -0.69 1.41
C 2.01 0.99 -2.17
C -0.52 -0.74 0.60
C -1.04 0.38 -0.24
C -1.30 -2.00 0.63
N 0.74 2.81 -3.32
N 1.70 -0.29 -2.11
H 0.72 -1.63 1.91
H 1.26 0.22 1.62
H -0.43 1.28 -0.09
H -2.06 0.59 -0.11
H -0.80 0.13 -1.35
H -1.67 -2.40 1.60
H -0.49 -2.78 0.22
H -2.11 -1.97 -0.11
H 2.06 -0.82 -1.32
H 1.22 -0.93 -2.87